1.
61
Properties=species:S:1:pos:R:3:lowdin_charge:R:1 method="wB97M-V/def2-TZVPD" total_energy_ev=-50426.2897 mol_weight_g_mol=719.72 homo_ha="-0.612 / -0.612" de_lowest_kcal_mol=0.0 total_charge=+3 lumo_energy_ev="-11.1 / -10.8" spin_multiplicity=4
Re 0.64374 -1.18622 -0.53445 1.616
C 0.16221 -3.45006 1.39571 -0.194
Si 0.69530 -2.13826 2.58987 0.599
C -0.69597 -1.67619 3.67685 -0.138
C 2.45695 -2.08565 3.07506 -0.139
N 0.80754 -0.57012 1.22777 -0.154
C 0.98890 0.71387 1.63345 -0.241
C 1.13169 1.08184 3.00132 0.001
C 1.25219 2.39224 3.35558 -0.003
C 1.23016 3.39430 2.36441 0.039
C 1.10748 3.08059 1.01902 0.041
C 1.01576 1.75527 0.65687 -0.193
O 1.00744 1.31575 -0.63035 -0.105
C 0.64691 2.20408 -1.70032 -0.261
C -0.56746 2.85731 -1.65554 -0.025
C -0.91798 3.65984 -2.73376 -0.030
C -0.06445 3.78339 -3.82332 -0.029
C 1.15032 3.11410 -3.83800 -0.026
C 1.51371 2.30896 -2.76401 -0.006
H 0.07934 -4.40178 1.93461 0.078
H 0.84938 -3.64867 0.56589 0.002
H -0.83535 -3.23576 1.00389 0.031
H -0.87178 -2.50742 4.37016 0.074
H -1.60478 -1.55037 3.08534 0.053
H -0.54419 -0.78481 4.28029 0.045
H 2.75610 -3.03942 3.52173 0.068
H 2.65867 -1.31404 3.81789 0.053
H 3.09294 -1.90662 2.20647 0.038
H 1.14365 0.31572 3.75924 0.086
H 1.36925 2.66611 4.39498 0.137
H 1.32887 4.43246 2.65521 0.142
H 1.11559 3.85667 0.26637 0.143
H -1.22999 2.74352 -0.80497 0.126
H -1.86303 4.18657 -2.72256 0.126
H -0.34774 4.40420 -4.66235 0.129
H 1.82309 3.22401 -4.67754 0.129
H 2.47425 1.80773 -2.76188 0.106
I 6.27133 -3.84012 -0.71701 1.051
C 4.72240 -2.52221 -0.95544 -0.752
C 4.78090 -1.21490 -1.42600 -0.055
N 3.54782 -0.70809 -1.39583 0.031
N 2.65414 -1.62046 -0.92953 -0.194
C 3.38852 -2.72882 -0.65950 -0.168
H 5.62273 -0.63438 -1.77415 0.154
H 3.25163 0.21423 -1.67312 0.135
H 2.92898 -3.63111 -0.28591 0.117
C -4.67174 -1.14007 0.17590 -0.009
C -3.95226 -0.63143 -1.09132 -0.564
C -4.37429 -1.44862 -2.33019 -0.004
C -4.21626 0.87244 -1.30549 -0.012
C -2.51432 -0.81481 -0.88954 -0.022
N -1.37863 -0.95933 -0.74329 0.050
H -5.74294 -1.03692 0.00582 0.112
H -4.40807 -0.54655 1.05169 0.096
H -4.45978 -2.19234 0.36634 0.099
H -5.45030 -1.32661 -2.44876 0.113
H -4.16029 -2.51010 -2.20723 0.102
H -3.88579 -1.08571 -3.23427 0.102
H -5.28606 0.99361 -1.47289 0.113
H -3.68792 1.25138 -2.18079 0.094
H -3.93852 1.45780 -0.42840 0.095


2.
64
Properties=species:S:1:pos:R:3:lowdin_charge:R:1 method="wB97M-V/def2-TZVPD" total_energy_ev=-86022.6595 mol_weight_g_mol=743.26 homo_ha=-0.291 de_lowest_kcal_mol=2.5 total_charge=0 lumo_energy_ev=0.1 spin_multiplicity=1
K 0.12889 -1.76439 1.38102 0.491
C 3.25064 2.02302 0.38499 -0.329
Sb 2.02418 0.80367 -0.88315 1.322
C 1.36584 2.42553 -2.10787 -0.303
C 3.65359 0.27361 -2.23528 -0.335
C 3.19445 -0.05607 -3.62145 -0.288
C 3.32743 0.90496 -4.62521 -0.059
C 2.92758 0.66432 -5.92877 -0.088
C 2.39361 -0.57208 -6.26064 -0.090
C 2.25348 -1.53610 -5.27710 -0.069
C 2.62694 -1.29753 -3.95384 -0.305
C 2.37336 -2.35324 -2.92960 -0.337
Sb 0.31504 -2.43022 -2.18069 1.279
C -0.37148 -3.81816 -3.66985 -0.350
C -0.53285 -0.71741 -3.13931 -0.316
H 3.81500 2.72341 -0.23041 0.004
H 3.94190 1.40953 0.96184 -0.003
H 2.60597 2.57601 1.06646 -0.004
H 2.24310 2.97379 -2.45243 0.009
H 0.72872 3.06939 -1.50733 -0.009
H 0.80039 2.06100 -2.96261 0.005
H 4.21174 -0.54615 -1.78096 0.052
H 4.30452 1.14876 -2.25404 0.056
H 3.76654 1.86305 -4.37134 0.108
H 3.04513 1.43245 -6.68207 0.100
H 2.09134 -0.78562 -7.27773 0.100
H 1.84037 -2.50544 -5.53386 0.104
H 3.02103 -2.25835 -2.06088 0.029
H 2.52811 -3.34780 -3.35190 0.058
H -0.19512 -3.41018 -4.66449 -0.004
H -1.43994 -3.98512 -3.53903 -0.003
H 0.14739 -4.77053 -3.56786 -0.002
H 0.11067 -0.37276 -3.94898 0.006
H -0.70866 0.08484 -2.42520 -0.042
H -1.49470 -1.02351 -3.55182 0.012
O -0.36409 2.47992 0.81899 -0.340
S -1.53397 1.83812 0.26504 0.591
O -1.81527 2.08527 -1.12322 -0.299
N -1.50034 0.25197 0.59185 -0.123
C -2.45584 -0.10526 1.44759 -0.551
O -2.56218 -1.25044 1.93140 -0.087
C -3.36920 1.02469 1.83508 -0.135
C -4.47797 0.99194 2.66036 -0.016
C -5.15536 2.18407 2.89101 -0.066
C -4.72777 3.37343 2.30664 -0.065
C -3.61576 3.40199 1.47143 -0.026
C -2.95980 2.20853 1.25601 -0.208
H -4.80845 0.05714 3.09558 0.120
H -6.03077 2.18926 3.52740 0.105
H -5.27132 4.28889 2.50023 0.106
H -3.28233 4.32182 1.01037 0.123
C 0.53612 -1.90944 7.23960 -0.040
N -0.53503 -1.50816 6.35067 -0.134
C -1.53349 -0.59400 6.64559 -0.054
C -2.29502 -0.47202 5.54150 -0.065
N -1.75484 -1.30894 4.58711 0.081
C -0.66403 -1.94093 5.07173 -0.804
S 0.35086 -3.04402 4.28781 0.519
H 0.21846 -1.74603 8.26665 0.090
H 1.43982 -1.33474 7.03746 0.096
H 0.75157 -2.96278 7.08048 0.066
H -1.60707 -0.12243 7.60849 0.119
H -3.15969 0.13544 5.34644 0.110
H -2.11145 -1.41999 3.63205 0.092